[1]
DFT (ωB97M-V/def2-TZVPD) results for a cluster of 9 separate species, C28H46Br8O15 in total in a non-equilibrium geometry.

```
97
Properties=species:S:1:pos:R:3:forces:R:3:mulliken_charge:R:1
C -0.13115 -0.79490 -1.88931 0.354 -0.542 0.167 -0.77
C 0.32325 -0.72890 -0.44009 -0.645 0.621 -0.144 1.45
C -0.80796 -0.54686 0.60708 0.895 -0.409 -1.351 0.96
O -0.61651 -1.65087 1.49066 0.177 -0.021 0.491 -0.15
C 0.45577 -2.38054 1.11867 -0.233 0.786 -0.366 0.56
O 0.94548 -3.26278 1.74424 -0.066 -0.639 0.401 -0.52
O 0.93138 -1.95709 -0.06246 0.315 -0.325 -0.026 -0.28
H 0.78436 -0.85628 -2.47766 -0.263 0.093 -0.349 0.14
H -0.76362 0.02366 -2.22537 0.264 0.339 0.218 -0.03
H -0.71396 -1.69681 -2.07972 0.125 -0.110 0.122 0.37
H 1.07790 0.04948 -0.31741 0.014 0.003 -0.002 -0.96
H -1.73380 -0.69383 0.05269 -0.300 0.312 0.533 -0.45
H -0.66459 0.41344 1.09233 -0.560 -0.224 0.368 -0.34
C 1.01552 -5.68475 4.26964 0.424 0.188 -0.857 -1.41
C 0.78447 -4.33852 4.88651 -0.348 0.190 0.151 0.77
C -0.68290 -3.99171 5.09939 0.366 -0.432 -0.715 -0.32
O -0.67693 -3.22427 6.28887 -0.334 0.368 -0.063 -0.31
C 0.45029 -3.49406 6.97682 -0.094 -0.570 -0.313 0.57
O 0.65962 -3.12839 8.08138 0.242 0.264 0.488 -0.54
O 1.26406 -4.28743 6.24559 0.304 0.050 0.104 -0.41
H 0.55056 -5.73943 3.28003 -0.379 0.175 0.187 0.36
H 0.63504 -6.49858 4.88136 0.238 -0.051 0.096 0.40
H 2.07261 -5.76534 4.00667 0.072 -0.442 0.547 0.31
H 1.31045 -3.56491 4.32327 -0.117 0.009 -0.015 0.14
H -1.24357 -4.91804 5.24933 -0.206 0.111 0.090 0.25
H -1.07918 -3.44185 4.24833 -0.170 0.183 0.212 0.22
C -0.06334 6.40827 3.17137 0.114 1.234 0.382 -1.44
C 0.43528 5.04676 3.60396 -0.509 0.800 -0.432 0.51
C -0.22974 4.49614 4.86377 0.241 -0.284 -0.476 -0.54
O -0.47695 3.12977 4.51066 0.083 -0.290 0.162 -0.36
C -0.33048 2.94754 3.18304 -0.012 0.063 0.591 0.57
O -0.53441 1.92442 2.61567 -0.067 -0.133 -0.144 -0.53
O 0.07421 4.08403 2.60088 0.207 0.037 -0.270 -0.23
H 0.06437 6.65764 2.11955 0.157 -0.498 -0.114 0.22
H 0.48205 7.20816 3.68526 0.162 -0.248 0.139 0.44
H -1.10335 6.63373 3.41701 -0.128 -0.544 -0.057 0.38
H 1.52178 5.05581 3.69254 0.028 -0.143 -0.039 0.26
H -1.19462 4.95474 5.07375 0.114 0.174 0.137 0.33
H 0.46001 4.54285 5.70207 -0.280 -0.100 0.213 0.31
C -3.43627 2.51202 -5.58458 -0.906 -0.404 -0.266 -1.59
C -3.51125 1.26166 -4.71846 -0.594 0.472 -1.164 0.85
C -4.55977 0.19607 -5.09522 -0.813 0.186 0.691 -0.51
O -3.84278 -1.02059 -4.92205 -0.096 -0.690 -0.362 -0.35
C -2.51996 -0.79250 -4.86674 0.255 0.214 0.950 0.63
O -1.66453 -1.60339 -4.66748 -0.530 0.231 -0.630 -0.45
O -2.30448 0.53941 -4.93560 0.723 0.017 0.356 -0.33
H -3.41049 2.23742 -6.64069 0.545 -0.076 0.043 0.39
H -2.57899 3.10505 -5.28138 0.024 0.105 -0.186 0.33
H -4.35541 3.10182 -5.52909 0.101 0.084 0.486 0.40
H -3.62168 1.57539 -3.67775 0.271 -0.381 0.160 0.11
H -5.05665 0.25158 -6.06777 0.814 0.104 -0.382 0.25
H -5.41925 0.15740 -4.42059 0.303 0.134 0.320 0.28
C 3.02074 2.14345 0.36999 -0.158 0.082 -0.547 -1.12
C 4.40418 2.49232 -0.14880 -0.468 0.588 0.588 0.40
C 4.50633 3.88549 -0.80909 -0.675 -0.689 -0.114 -0.36
O 5.69586 4.43398 -0.26570 0.045 0.081 -0.534 -0.36
C 6.11319 3.67414 0.76748 0.163 0.224 0.591 0.66
O 7.06716 3.90001 1.43492 0.156 0.158 -0.074 -0.53
O 5.26320 2.66222 0.98927 0.049 -0.587 -0.310 -0.38
H 2.37922 1.89284 -0.47879 -0.066 0.053 0.034 0.21
H 2.58326 3.00159 0.88133 0.022 0.013 0.033 0.12
H 3.00148 1.29961 1.05693 0.292 -0.066 -0.055 0.40
H 4.81201 1.73359 -0.81764 0.075 -0.163 0.198 0.36
H 3.64159 4.50672 -0.56537 0.133 0.123 0.203 0.23
H 4.53950 3.79084 -1.89334 0.393 0.212 -0.003 0.32
Br -3.32768 -2.77105 -0.60953 -0.386 0.319 0.005 -0.06
C -4.57791 -1.47900 0.16472 -0.098 -0.024 0.575 -0.58
C -5.50315 -2.13632 1.17019 0.079 -0.102 -0.211 -0.65
Br -4.50853 -2.71392 2.73354 -0.094 -0.105 -0.017 -0.13
H -5.14585 -1.01507 -0.63774 0.045 -0.165 -0.145 0.42
H -4.02051 -0.71157 0.69959 0.296 -0.032 -0.286 0.28
H -6.01748 -2.98888 0.73458 0.063 -0.101 0.164 0.39
H -6.23869 -1.43250 1.55154 0.026 0.116 -0.131 0.40
Br 1.67116 -3.29035 -3.83322 0.154 0.282 -0.495 -0.13
C 1.99325 -1.89364 -5.19309 0.614 -0.023 0.430 -0.76
C 1.40713 -2.29605 -6.51435 -0.242 0.141 -0.140 -0.58
Br 1.68001 -0.82150 -7.79385 -0.096 -0.244 0.240 -0.19
H 3.07192 -1.77302 -5.27845 0.013 -0.274 0.060 0.52
H 1.63555 -0.95648 -4.77697 -0.511 -0.126 -0.148 0.38
H 0.34093 -2.49311 -6.46111 -0.021 0.161 0.012 0.32
H 1.91225 -3.15357 -6.94562 0.059 -0.004 0.068 0.44
Br 4.40532 -5.81591 -1.70846 -0.327 0.169 -0.038 -0.15
C 2.91963 -5.39218 -0.50565 -0.062 0.066 0.039 -0.54
C 3.04007 -6.25840 0.73346 0.088 0.444 0.194 -0.05
Br 2.36315 -8.04516 0.40281 0.096 0.007 0.107 -0.14
H 1.98111 -5.53311 -1.03626 0.115 -0.357 -0.090 0.39
H 2.95259 -4.32413 -0.30129 0.375 -0.053 0.282 0.20
H 2.50703 -5.86107 1.59470 -0.401 0.088 -0.280 -0.18
H 4.07521 -6.32578 1.05770 0.050 -0.255 -0.205 0.45
Br -1.61661 6.97562 -0.29455 0.167 -0.150 -0.252 -0.18
C -1.24241 5.04951 -0.22293 0.061 0.406 0.547 -0.53
C -1.86724 4.34079 -1.38756 -0.212 -0.004 0.348 -0.58
Br -1.74616 2.42518 -0.92781 -0.146 0.418 -0.468 -0.07
H -1.67556 4.75579 0.72758 -0.099 -0.185 -0.128 0.25
H -0.16960 4.90078 -0.13601 0.007 0.132 -0.208 0.29
H -1.38305 4.54110 -2.33816 0.197 -0.237 0.053 0.44
H -2.91347 4.62457 -1.47196 -0.058 -0.327 0.024 0.43
```
Forces are in eV/Å.

***

[2]
DFT (ωB97M-V/def2-TZVPD) results for a structure of composition C28H46BrCaNOP2 in a non-equilibrium geometry.

```
80
Properties=species:S:1:pos:R:3:forces:R:3:mulliken_charge:R:1
N 5.22185 -2.22955 -0.06593 0.059 -0.299 0.061 -0.52
C 4.18996 -3.03141 -0.34570 -0.286 0.589 -0.466 -0.82
C 3.02937 -2.55008 -0.96416 0.438 0.453 0.004 -0.39
C 2.90036 -1.17142 -1.21562 0.742 -0.638 0.830 0.81
C 3.99130 -0.34370 -0.89191 0.033 -0.329 0.025 -0.14
C 5.14636 -0.93149 -0.36189 -0.711 -0.045 -0.205 -0.78
C 1.67437 -0.68492 -1.82357 -0.111 1.725 -0.439 -0.82
Ca -0.06743 -0.33925 0.05829 0.170 0.475 -0.273 1.94
P -2.33461 1.08609 -0.42643 0.047 0.144 -0.213 0.20
C 1.43188 0.65827 -2.01301 0.383 -1.666 -0.081 -0.24
C 0.48222 1.18524 -2.96929 -1.009 0.848 0.112 0.92
C 0.54102 2.56793 -3.28310 -0.540 -0.658 -0.570 -0.58
C -0.29499 3.09963 -4.27508 0.165 -0.812 0.500 -0.73
C -1.24002 2.26031 -4.88095 0.207 0.067 -0.246 -0.24
C -1.33605 0.89808 -4.56401 0.583 0.200 0.624 -0.70
C -0.48704 0.36899 -3.58331 -0.170 0.460 -0.573 -0.25
Br -2.39309 2.98063 -6.20383 0.235 -0.175 0.304 -0.07
H 0.96602 -1.44766 -2.18749 0.547 0.308 -0.280 0.49
H 2.03613 1.39501 -1.48094 0.200 -0.181 -0.346 0.06
H 2.23200 -3.21547 -1.27743 0.273 0.176 0.028 0.71
H 3.96394 0.73150 -1.06750 0.124 -0.322 -0.085 0.63
H 4.28277 -4.09945 -0.11029 0.193 0.455 -0.048 0.44
H 6.03508 -0.32467 -0.18571 -0.183 -0.198 0.080 0.42
H 1.25564 3.20449 -2.76873 -0.006 -0.068 -0.168 0.46
H -0.57602 -0.69130 -3.32124 0.103 0.384 -0.287 0.45
H -0.19950 4.13235 -4.57401 -0.124 0.064 0.023 0.50
H -2.03433 0.26323 -5.09063 -0.100 0.045 0.058 0.54
P 1.10152 1.26475 1.99258 0.473 0.556 0.806 1.03
C -3.29082 -0.12812 -1.41684 -0.157 -0.210 -0.168 -0.50
C -4.40104 0.43587 -2.28763 -0.573 -0.110 -0.326 -1.45
H -3.69827 -0.90289 -0.75185 0.139 0.176 0.037 0.63
H -2.56792 -0.64468 -2.07172 -0.154 0.144 0.218 0.36
H -4.88515 -0.37540 -2.84569 0.090 0.146 0.113 0.45
H -5.18202 0.92532 -1.69777 0.174 -0.055 -0.092 0.27
H -4.03007 1.14573 -3.03136 0.037 -0.004 0.139 0.23
C -2.28363 2.64989 -1.36857 0.308 0.281 0.069 0.74
C -3.45373 3.59444 -1.17282 -0.343 0.401 -0.197 -1.51
H -2.12510 2.43218 -2.43219 -0.087 -0.170 0.281 -0.58
H -1.36067 3.15442 -1.04106 -0.224 -0.115 -0.083 0.08
H -3.28681 4.51036 -1.75229 -0.032 -0.157 0.113 0.46
H -4.40151 3.16828 -1.51448 0.161 0.053 0.084 0.26
H -3.55913 3.89362 -0.12803 -0.054 -0.033 -0.062 0.34
C -3.21356 1.38320 1.14723 -0.138 -0.148 0.269 0.07
C -4.72664 1.31595 1.09133 -0.581 0.181 0.228 -1.57
H -2.89026 2.34603 1.56616 0.095 -0.131 -0.206 0.38
H -2.84830 0.62186 1.85541 -0.101 0.205 -0.201 0.12
H -5.14435 1.48975 2.08842 0.043 -0.046 -0.132 0.46
H -5.15428 2.07438 0.43152 0.081 -0.115 0.057 0.27
H -5.07939 0.33678 0.76454 0.020 0.037 -0.029 0.33
C 0.60253 0.87478 3.71497 0.153 -0.164 0.133 -0.80
C -0.89463 0.90117 3.98065 -0.219 -0.001 0.136 -1.17
H 1.13078 1.56104 4.38817 -0.069 -0.010 -0.113 0.50
H 1.00019 -0.12286 3.93661 -0.056 0.109 -0.042 0.36
H -1.09895 0.65595 5.02687 0.027 0.088 -0.132 0.45
H -1.33274 1.88081 3.77852 0.026 -0.039 0.046 0.30
H -1.43888 0.16696 3.37786 0.118 -0.004 0.002 0.17
C 0.74674 3.05955 1.85469 -0.306 0.198 0.076 -0.85
C 1.18354 3.70110 0.53668 0.058 0.093 -0.165 -0.99
H 1.21499 3.57326 2.70626 -0.052 -0.139 -0.150 0.62
H -0.33950 3.18244 1.98217 0.203 -0.026 -0.021 0.31
H 0.90018 4.76214 0.51035 0.119 -0.285 0.041 0.45
H 2.26810 3.64310 0.39437 -0.127 0.050 0.060 0.38
H 0.71260 3.22594 -0.33501 0.020 -0.008 0.182 -0.14
C 2.92797 1.21205 2.13548 0.153 0.212 -0.227 -0.56
C 3.46469 -0.15444 2.54129 0.194 -0.245 0.011 -1.40
H 3.25683 1.98856 2.83869 -0.134 -0.116 -0.051 0.55
H 3.33198 1.49803 1.15520 -0.020 -0.057 0.154 0.24
H 4.55774 -0.16902 2.48188 -0.189 0.013 0.077 0.41
H 3.18257 -0.42793 3.56044 0.065 0.103 -0.068 0.37
H 3.10841 -0.94872 1.87637 -0.023 0.038 -0.027 0.22
C -0.54177 -3.82856 2.33967 0.145 -0.159 0.080 -1.23
C 0.26589 -3.49827 1.13529 -0.020 2.316 -0.881 0.54
C 1.09078 -4.52479 0.48750 0.248 -1.266 -0.151 -0.96
O 0.25990 -2.32531 0.64647 -0.270 -2.881 1.307 -0.83
H -0.36551 -4.86184 2.60342 -0.126 -0.158 0.221 0.45
H -1.61344 -3.68518 2.17491 0.111 0.095 -0.172 0.33
H -0.25427 -3.19877 3.18347 0.039 0.125 -0.071 0.28
H 0.91999 -4.56762 -0.60176 -0.190 0.017 0.490 0.33
H 2.17226 -4.31904 0.58496 -0.568 0.032 0.314 0.01
H 0.86693 -5.49792 0.94235 0.252 0.180 -0.349 0.48
```
Forces are in eV/Å.

Output
Charge = +2

***

Which LUMO level belongs to each record? In order, -0.3 -6.5 eV.